Record 1
# C59H60AuN7S3

A molecular structure, C59H60AuN7S3 (the ωB97M-V functional and the def2-TZVPD basis, OMol25).

Calculated values
**E**: -3997.07153 Ha
**LUMO (alpha / beta)**: -0.1561 / -0.2245 Ha
**Largest force on an atom**: 0.6 eV/A
**Total charge**: +2
**2S+1**: 3
**Kohn-Sham gap (alpha / beta)**: 8.0 / 6.6 eV

Last column: Mulliken charge in e.
Atoms and positions in Å:
C -0.87679 -8.10256 2.84945  -0.618
H 4.98509 -6.26184 1.13642  0.466
C 3.10903 -3.59700 0.27887  -0.200
C 4.69988 -5.32947 0.66597  -0.934
C -0.83211 -5.51215 -1.65217  -0.269
H -6.51625 -4.18974 2.12783  0.512
C -1.94590 -6.17200 1.88615  -0.183
H -4.08960 4.59555 2.78171  0.604
C -3.91317 2.55225 0.15929  0.763
C 2.47104 6.25764 -1.25925  -1.588
H -0.30087 -0.93606 3.42971  0.077
C 2.31317 -2.61949 4.46077  -0.746
H -2.43029 1.03938 -0.32084  -0.678
C 2.00877 1.99966 -0.99374  -0.921
C 1.78023 1.52372 3.01934  -0.978
H 2.42590 2.98462 4.44234  0.411
H -4.67963 2.08199 -0.46068  0.295
S -0.76277 -4.69015 -0.09445  1.505
N 0.98289 2.13900 6.52622  -0.470
H -0.73141 -3.62766 2.31353  0.409
C 3.18189 2.50504 -1.49160  -0.158
H 1.04816 -6.35697 -4.31341  0.472
C 0.05755 -3.46004 4.29331  -0.585
Au 0.20779 0.02563 0.32484  1.303
C -4.59216 -1.81474 3.60750  -1.117
H -4.00575 1.02262 1.70108  -0.381
C 1.31313 -2.96536 2.31958  0.746
C -3.11463 4.28250 2.39641  -1.772
H -4.73735 -3.99878 0.40851  0.494
H -5.12645 -0.92365 -4.30760  0.433
C -2.88072 -2.53347 -2.35309  -0.458
C -1.60709 2.33149 1.95287  -0.171
H 0.35997 4.93590 -0.37808  0.916
N 1.04139 0.44691 2.70874  0.746
N 0.61694 -4.05618 -0.09462  -0.226
C 3.44170 -4.80030 0.89116  -0.374
C 1.12189 4.23640 -0.66817  -0.431
H 3.30191 -2.18540 2.60160  0.588
C -2.95992 4.71693 0.93658  0.344
H 5.94736 -2.94672 -1.40736  0.466
C -2.53686 2.12706 -0.36293  -0.154
C -4.04884 4.07373 0.07346  -1.719
H 1.08183 -6.75777 0.42323  0.580
H 1.88706 0.91623 -0.96619  1.016
H 6.58485 -5.07320 -0.32776  0.436
H -0.35438 -0.04281 5.73251  0.468
C -2.10908 -6.84314 -3.15842  -0.818
C -4.07554 2.11147 1.61924  -0.703
H 4.60484 0.92107 -1.15424  0.286
H -2.88982 -6.06153 -1.31127  0.395
H -4.40026 -0.46110 -0.11284  0.427
C -3.57928 -2.16355 -3.49234  -0.900
H 1.09003 -3.13893 6.14663  0.466
C -2.98100 2.76064 2.47349  0.419
H 1.20297 -5.07270 -2.18457  0.530
H -5.03868 4.38588 0.41900  0.573
C -4.16918 -0.92870 -1.06269  -0.532
H 1.68654 6.69862 -1.87649  0.358
C 1.02183 1.57114 5.29180  0.617
C -3.18274 -1.90569 -1.15001  0.330
H -0.89368 -8.92727 3.55147  0.439
H -2.77021 -5.47096 1.82824  0.426
C -3.58522 -1.70875 2.65504  -0.076
C 2.40211 -2.55434 3.08072  -0.513
H 1.62175 2.87489 6.76657  0.206
H 3.43304 6.52045 -1.69599  0.397
H 0.49493 1.69259 7.28015  0.206
H -1.47568 4.63918 -0.61760  0.637
C -0.84136 -6.02528 1.06091  0.879
C 0.24323 -6.89448 1.09887  -1.104
H -2.11112 -3.29197 -2.40286  0.431
H 2.38432 1.93602 2.21453  0.420
C 5.59884 -4.65876 -0.16015  -0.656
H -5.64407 0.17430 -2.15416  0.481
H -5.06172 2.40636 1.99082  0.784
C 3.32553 3.89662 -1.56168  -0.699
C 0.26032 0.43572 4.97754  -1.021
H -0.81395 4.78102 1.03098  0.637
C -5.69283 -3.50121 2.27281  -0.851
H -1.51468 1.24257 2.01782  -0.978
H -3.07731 2.42938 3.51140  0.530
C 0.28922 -5.57718 -2.46975  -0.298
H 3.92613 0.95174 -2.78297  0.356
C -4.86447 -0.57624 -2.20757  -0.777
C -1.41244 2.76820 0.48230  2.066
H -3.03361 -7.33500 -3.43260  0.477
H -3.94709 4.40144 -0.96563  0.535
H -0.80886 2.76544 2.56583  0.403
H -2.41391 2.43116 -1.40748  0.497
S -2.33297 -2.34194 0.34997  0.838
C -1.95411 -7.22704 2.78929  -0.812
N -2.06594 -3.92308 0.07591  -0.359
H -0.85669 -3.80433 4.76258  0.569
C 0.30057 -0.07088 3.69700  0.192
H -2.80522 -7.36468 3.44517  0.508
C -5.63726 -2.70933 3.41769  -0.714
H -2.34806 4.76173 3.01433  0.560
H -1.06311 -7.48811 -4.91600  0.439
C -3.65525 -2.50577 1.52604  0.508
H -3.02968 5.80341 0.86881  0.285
H -6.41790 -2.79102 4.16452  0.450
C 3.98623 -2.91390 -0.54320  -0.520
C 1.80860 2.11015 4.26411  -0.861
H 3.15877 -2.31826 5.06719  0.530
H -3.35520 -2.64092 -4.43796  0.517
H -4.55907 -1.19474 4.49536  0.554
H 4.25116 4.31484 -1.94510  0.327
C 2.30030 4.76028 -1.16105  -0.308
C -4.69820 -3.40380 1.31511  -0.349
H 3.67861 -1.97607 -0.99226  0.535
C 0.21928 -7.93854 2.00713  -0.877
C -0.99864 -6.92437 -3.99334  -0.606
H 1.05418 -8.62661 2.05917  0.467
C 0.93181 2.82699 -0.53650  1.144
S 1.51380 -2.87367 0.55252  1.720
C 0.19101 -6.29266 -3.65552  -0.775
C -4.57164 -1.19466 -3.41754  -0.852
H 2.73668 -5.30419 1.54409  0.660
C 0.13414 -3.39368 2.90991  0.336
C 1.14788 -3.08327 5.06491  -1.139
H -2.75035 -1.02560 2.77779  0.545
C -1.57700 4.29725 0.41567  -3.309
N -1.24681 -1.49844 0.83663  0.042
H 5.14253 2.13990 -2.31333  0.407
C -2.03296 -6.13644 -1.97308  -0.386
N 1.48120 -1.54378 -0.08581  -0.793
C 5.24343 -3.46099 -0.76467  -0.700
N -0.13509 2.19042 -0.01118  0.146
H 2.41053 6.72036 -0.27265  0.351
C 4.27762 1.57967 -1.96150  -1.469



Record 2
# C4H16NO2

3 unconnected molecules or ions with the total composition C4H16NO2 (the ωB97M-V functional and the def2-TZVPD basis, OMol25).

Calculated values
**E**: -366.96672 Ha
**Energy above the lowest of the compared OMol25 structures with the same formula, charge and spin**: 1.708 eV
**LUMO**: -0.1161 Ha
**Largest force on an atom**: 3.8 eV/A
**Total charge**: +1
**Kohn-Sham gap**: 11.3 eV

Last column: Mulliken charge in e.
Atoms and positions in Å:
H 1.44172 -0.30663 1.22211  0.355
C -0.40842 -1.20373 0.93886  -0.719
O 0.65247 -3.42034 -0.76039  -0.597
H 3.01600 2.84623 -1.59714  0.304
H -0.12113 1.71229 1.13435  0.239
O 2.14816 2.71881 -1.21165  -0.600
C -1.05789 1.31704 0.72685  -0.504
H 0.35699 -3.35068 -1.66342  0.298
H -2.47033 -0.36031 0.75849  0.469
C -1.48877 -0.07225 1.11719  -0.375
H 1.07508 -0.53780 -0.45624  0.258
H -1.50755 -0.00675 2.23531  0.225
C -0.88065 1.46484 -0.80179  -0.951
H -0.97967 -1.88903 0.30291  0.263
N 0.99233 -0.87124 0.50447  -0.185
H 1.50385 -1.76050 0.41523  0.397
H -1.87846 1.24587 -1.23166  0.360
H -0.11354 0.72647 -1.06920  0.144
H -0.26257 -1.70514 1.88722  0.467
H -1.96420 1.94380 0.87220  0.317
H 0.78939 -4.36387 -0.63491  0.298
H -0.49054 2.39149 -1.20142  0.222
H 1.64773 3.48145 -1.48739  0.316



Record 3
# C12H32F6N8O19S6

8 unconnected molecules or ions with the total composition C12H32F6N8O19S6 (the ωB97M-V functional and the def2-TZVPD basis, OMol25).

Calculated values
**E**: -5332.00002 Ha
**LUMO (alpha / beta)**: 0.0407 / 0.0401 Ha
**Largest force on an atom**: 11.4 eV/A
**Total charge**: -1
**2S+1**: 2
**Kohn-Sham gap (alpha / beta)**: 3.6 / 7.8 eV

Last column: Mulliken charge in e.
Atoms and positions in Å:
C 5.51158 -4.79128 -9.89057  -0.704
H 5.68243 -5.74132 -10.39688  0.319
N 10.98253 -2.40185 -12.72070  2.000
C 11.38380 -7.48956 -13.21921  -0.745
H 10.37610 -3.20925 -12.74151  -0.493
O 13.55518 -3.26735 -8.45958  -0.657
O 9.31436 -5.48248 -10.59383  -0.619
H 12.56333 -4.82493 -11.42981  0.060
H 5.73423 -8.39443 -15.51008  0.354
H 14.63766 -6.29411 -11.58188  0.334
O 13.72936 -0.87201 -11.48524  -0.542
F 14.36028 -2.83213 -12.60864  -0.309
C 8.11486 -5.46727 -6.88343  -0.906
C 10.22978 -1.15098 -12.14989  -0.720
H 13.49378 -7.35600 -10.63403  0.361
H 10.82527 -0.25780 -12.33892  0.410
H 6.86483 -3.61031 -8.69705  0.488
O 7.00160 -7.84400 -10.10392  -0.515
H 8.10267 -4.64045 -6.17326  0.424
H 10.34310 -7.16674 -13.24804  -0.102
N 6.76196 -4.57861 -8.96519  0.820
O 5.82214 -6.13153 -7.27582  -0.532
S 6.59236 1.37477 -8.37521  1.132
N 7.10768 -5.77537 -14.90669  -0.004
O 8.57555 -0.14910 -9.54163  -0.538
O 6.60220 -1.58093 -8.81208  -0.774
O 11.91490 -1.48717 -9.39210  -0.549
H 11.12565 -4.19797 -15.06590  0.136
H 8.19024 -6.38050 -6.29317  0.348
H 11.72229 -2.70488 -12.10343  -0.527
H 4.58094 -4.77522 -9.32334  0.399
N 12.88485 -3.30206 -10.84782  -0.490
O 15.35941 -2.42297 -10.59344  -0.658
S 12.62844 -2.75270 -9.47028  0.897
H 11.54140 -7.79083 -14.25483  0.503
H 5.77513 -4.04089 -14.78916  0.383
F 11.40036 -3.86928 -9.20908  -0.296
O 8.52159 -8.24259 -12.08569  -0.375
H 8.94157 -5.25316 -7.56080  0.086
N 6.14753 0.68741 -9.86148  -0.442
F 10.80709 -9.57254 -8.58958  -0.416
H 5.55649 -3.94717 -10.57872  0.205
N 12.49848 -5.82846 -11.52381  1.331
H 10.19582 -1.30011 -11.07068  0.139
H 6.73123 -5.89697 -15.83598  0.413
H 11.06570 -2.88328 -16.23995  0.434
F 7.11002 -9.88689 -11.20691  -0.318
O 12.92266 -5.82407 -13.85508  -0.509
H 9.82001 -3.12905 -15.06380  0.111
N 8.97000 -9.69678 -9.74964  -0.518
H 7.58951 -4.83826 -9.48272  -0.590
N 9.03320 -4.63968 -11.41371  0.504
F 5.18236 2.19684 -8.24105  -0.311
S 7.14762 -0.46255 -9.58861  1.303
O 9.38712 -4.81744 -12.59195  -0.869
O 8.41209 -3.60197 -11.08541  -0.456
O 7.61520 2.34718 -8.49583  -0.592
O 9.35666 -7.73602 -8.29187  -0.539
C 13.79547 -6.34072 -10.89148  -0.758
F 6.94791 -1.07080 -11.05315  -0.266
O 6.58692 0.60968 -7.14007  -0.565
O 5.89012 -6.62276 -13.01238  -0.649
C 6.79069 -4.29864 -14.48868  -0.779
C 6.78276 -5.43369 -7.66966  0.888
H 8.10348 -5.91541 -15.00075  0.295
C 11.51727 -2.22028 -14.13281  0.778
H 14.00634 -5.87942 -9.92668  0.326
O 12.53992 -1.59368 -14.24609  -0.423
C 6.39163 -8.26964 -14.64964  -1.137
S 8.01080 -8.65723 -10.75589  1.091
O 10.77796 -8.04429 -10.28075  -0.511
H 9.22879 -1.03064 -12.56419  0.350
H 7.48572 -3.66970 -15.04496  0.292
C 10.90228 -3.13869 -15.19298  -0.908
H 7.42489 -8.42193 -14.96156  0.273
H 11.71834 -6.09221 -10.93910  -0.003
C 12.29983 -6.34357 -12.97716  0.580
S 14.06112 -2.23152 -11.16140  0.924
C 6.44030 -6.89715 -14.10829  0.176
S 9.81322 -8.56979 -9.37012  1.016
H 11.58345 -8.42356 -12.69397  0.332
H 6.21636 -8.92539 -13.79678  0.236
H 6.86867 -4.02259 -13.43710  0.158